1.
ORCA calculation (ωB97M-V/def2-TZVPD) on the ion C5H4BrO2S with charge -1 in a non-equilibrium geometry.

The geometry in XYZ format:
```
13
Properties=species:S:1:pos:R:3:forces:R:3:nbo_charge:R:1
O -2.54321 -1.60930 0.38014 -0.8 -0.3 0.7 -0.73
C -1.74214 -1.29320 -0.48463 0.9 1.1 0.2 0.74
O -1.47952 -1.73257 -1.60085 0.1 -0.4 -0.9 -0.75
C -0.80960 -0.03766 -0.09689 0.1 -0.6 1.9 -0.17
Br -1.82914 1.61586 -0.30687 -0.1 0.2 -0.1 -0.04
C 0.53489 0.09618 -0.77776 0.1 -0.1 -0.1 -0.53
C 1.51199 0.69933 0.18560 0.1 0.1 0.0 -0.24
C 1.19431 0.58758 1.47067 -0.3 -0.1 0.0 -0.38
S -0.34626 -0.15049 1.83777 -0.4 0.0 -2.0 0.21
H 0.45361 0.67633 -1.69974 -0.1 -0.1 0.0 0.23
H 0.85566 -0.91676 -1.05662 -0.1 0.1 0.0 0.25
H 2.42504 1.15732 -0.16670 0.1 0.0 0.0 0.20
H 1.77437 0.90740 2.31588 0.4 0.2 0.1 0.21
```
Positions in Å, forces in eV/Å.

As for the total energy: -90224.00555 eV. Its total charge is -1. As for the LUMO energy: 3.23 eV. As for the multiplicity: 1. The energy above the lowest of the compared OMol25 structures with the same formula, charge and spin is 0.0 kJ/mol. Its SMILES is O=C([O-])[C@]1(Br)CC=CS1.

2.
ORCA calculation (ωB97M-V/def2-TZVPD) on an isolated molecule of C5H4ClFO in a non-equilibrium geometry.

The geometry in XYZ format:
```
12
Properties=species:S:1:pos:R:3:forces:R:3:nbo_charge:R:1
C 3.18684 -0.62968 -0.21282 -9.5 4.9 -0.1 -0.18
C 1.99867 -0.02790 -0.20294 10.6 -5.0 -0.9 -0.02
C 0.66623 0.17694 0.16412 0.2 0.0 -2.4 0.09
O 0.58465 -0.02382 1.46743 -3.8 1.4 3.2 -0.63
C -0.12027 1.17321 -0.64346 -2.9 -3.5 3.6 0.19
F -1.11364 1.76730 0.10252 0.3 0.3 -0.3 -0.34
C -0.36380 -0.38057 -0.81642 -0.3 1.8 1.1 -0.26
Cl -1.81872 -1.06271 -0.02590 1.0 0.3 -1.0 0.00
H 4.15833 -0.84465 -0.50095 1.3 -0.4 -0.2 0.23
H -0.34325 0.34502 1.71567 2.1 -1.0 0.0 0.49
H 0.18838 1.70350 -1.43184 1.4 2.1 -2.6 0.19
H 0.05437 -0.72493 -1.73556 -0.4 -0.9 -0.4 0.24
```
Positions in Å, forces in eV/Å.

As for the total energy: -22532.22127 eV. As for the LUMO energy: 0.54 eV. As for the multiplicity: 1. The energy above the lowest of the compared OMol25 structures with the same formula, charge and spin is 411.7 kJ/mol. Its SMILES is C#C[C@@]1(O)[C@H](F)[C@@H]1Cl.

3.
ORCA calculation (ωB97M-V/def2-TZVPD) on an isolated molecule of C5H4ClN in a non-equilibrium geometry.

The geometry in XYZ format:
```
11
Properties=species:S:1:pos:R:3:forces:R:3:nbo_charge:R:1
C 0.96535 -1.12331 -0.72054 -0.7 0.4 1.0 -0.33
C 0.95543 -0.48822 0.47602 0.8 0.2 0.9 -0.26
C 0.18959 0.79241 0.77889 0.7 -1.8 -1.4 0.01
Cl 1.09397 2.08424 1.44484 0.1 0.1 0.4 0.06
C -1.06850 0.99510 0.40438 -1.8 0.8 -2.0 -0.34
C -1.86181 0.10909 -0.49318 0.5 -2.5 -1.3 0.27
N -2.26605 -0.68828 -1.27182 0.9 2.9 2.6 -0.31
H 1.43644 -2.11364 -0.73476 0.1 0.6 -0.4 0.22
H 0.41082 -0.76112 -1.62697 0.6 -0.4 1.2 0.23
H 1.62278 -0.82162 1.36899 -1.3 0.3 -1.8 0.23
H -1.47801 2.01535 0.37414 0.2 -0.5 0.7 0.25
```
Positions in Å, forces in eV/Å.

As for the total energy: -19260.19344 eV. As for the LUMO energy: -0.18 eV. As for the multiplicity: 1. The energy above the lowest of the compared OMol25 structures with the same formula, charge and spin is 65.6 kJ/mol. Its SMILES is C=C/C(Cl)=C\C#N.

4.
ORCA calculation (ωB97M-V/def2-TZVPD) on a structure of composition C5H4F13MgN2O9S4 in a non-equilibrium geometry.

The geometry in XYZ format:
```
38
Properties=species:S:1:pos:R:3:forces:R:3:nbo_charge:R:1
Mg 19.85967 -20.76230 27.13641 2.4 -3.8 0.2 1.79
C 19.09234 -18.85183 23.28127 0.6 -0.3 -1.3 0.80
F 19.30086 -17.74668 22.49436 -1.1 -1.2 1.5 -0.31
F 17.75246 -19.20632 23.35337 2.9 0.8 -0.3 -0.30
F 19.84234 -19.82315 22.66196 -1.9 0.9 1.4 -0.30
S 19.77010 -18.39486 25.08477 -0.3 2.4 1.1 2.07
O 20.65127 -17.23556 24.97302 -0.4 -2.2 -0.7 -0.88
O 18.62252 -18.00801 25.89983 0.8 -2.2 -0.6 -0.91
N 20.57560 -19.89406 25.65234 -1.1 4.8 -3.9 -1.28
S 21.96541 -19.88671 24.88612 5.6 -2.9 -3.1 2.13
O 22.45464 -21.28083 24.73538 -1.3 2.7 1.2 -0.89
O 22.20403 -19.10903 23.64891 -1.5 -0.6 2.6 -0.90
C 23.15891 -19.04239 26.16464 0.1 -1.7 -1.9 0.76
F 23.34339 -19.89989 27.16286 0.5 -0.3 0.2 -0.32
F 24.35779 -18.75636 25.55534 -1.5 -0.2 1.0 -0.32
F 22.60689 -17.98653 26.66679 0.0 1.6 0.4 -0.30
C 16.98817 -23.70968 27.12427 -0.7 1.7 2.6 0.80
F 16.92850 -24.73044 26.33585 0.7 -0.8 -0.6 -0.29
F 15.80983 -23.70397 27.84670 1.5 0.2 -1.2 -0.32
F 17.98535 -23.77082 28.05840 -1.1 -0.2 -1.8 -0.30
S 17.10946 -22.07580 26.01657 -4.1 0.9 0.9 2.08
O 17.81596 -22.30181 24.81150 1.0 -0.3 0.0 -0.87
O 15.63971 -21.70675 25.86073 4.7 -0.8 0.8 -0.88
N 18.05880 -20.96534 27.07623 -6.2 -2.2 -2.2 -1.29
S 16.97883 -20.29240 28.01496 -1.2 2.8 4.9 2.14
O 15.90737 -21.12594 28.57770 2.0 1.1 -1.5 -0.89
O 17.75370 -19.53922 29.05601 -1.2 -1.2 -2.3 -0.98
C 15.98334 -18.85568 27.06710 0.6 -0.6 -1.5 0.79
F 14.70043 -19.06183 27.27938 -0.1 0.1 0.2 -0.30
F 16.28503 -17.60907 27.50928 0.0 -1.5 -0.7 -0.31
F 16.17133 -18.97171 25.68890 -0.1 0.6 2.3 -0.33
F 20.50249 -22.56327 27.15828 -0.4 1.3 0.3 -0.92
C 20.81009 -20.30366 29.70557 -0.4 2.1 2.1 -0.27
O 20.38327 -19.65968 28.49581 1.3 0.2 0.7 -0.82
H 21.00601 -19.39629 30.27687 0.6 -0.4 0.9 0.17
H 19.96733 -20.73159 30.24846 0.0 -0.6 -0.5 0.21
H 21.71542 -20.90951 29.74330 -0.3 -0.1 -1.1 0.22
H 20.13635 -18.76278 28.73286 -0.3 -0.1 -0.3 0.53
```
Positions in Å, forces in eV/Å.

As for the total energy: -110770.91728 eV. Its total charge is -1. As for the LUMO energy: 2.33 eV. As for the multiplicity: 1.

5.
ORCA calculation (ωB97M-V/def2-TZVPD) on an isolated molecule of C5H4FN3O2 in a non-equilibrium geometry.

The geometry in XYZ format:
```
15
Properties=species:S:1:pos:R:3:forces:R:3:nbo_charge:R:1
N -1.95985 -1.92515 -0.27133 -4.6 5.7 -0.6 -0.79
C -1.85183 -0.61723 0.04570 5.5 -3.0 -1.6 0.66
O -2.76710 0.00355 0.33935 -4.8 4.2 1.7 -0.56
C -0.37894 -0.08754 -0.03060 -1.1 -3.6 0.6 -0.02
N 0.61805 -1.07067 0.02207 0.5 3.3 0.0 -0.40
C 1.87242 -0.55265 0.04916 -6.1 0.0 -0.6 0.53
F 2.80164 -1.39881 0.06616 3.1 -2.1 0.2 -0.27
C 2.08024 0.80883 -0.01192 -4.2 -2.5 0.3 -0.04
N 1.13674 1.67916 -0.01401 -2.9 1.1 -0.2 -0.40
C -0.17238 1.24561 -0.02811 2.5 2.1 -0.5 0.46
O -1.15456 2.16795 -0.15288 2.8 4.0 0.8 -0.63
H -2.83890 -2.24534 -0.09623 -2.5 -1.6 0.4 0.39
H -1.22480 -2.39949 -0.27156 7.5 -5.6 -0.1 0.38
H 2.98654 1.09462 0.03098 6.5 2.5 0.1 0.19
H -0.62605 3.20213 -0.05282 -2.2 -4.7 -0.5 0.50
```
Positions in Å, forces in eV/Å.

As for the total energy: -16530.66515 eV. As for the LUMO energy: -0.29 eV. As for the multiplicity: 1. The energy above the lowest of the compared OMol25 structures with the same formula, charge and spin is 25.9 kJ/mol. Its SMILES is NC(=O)c1nc(F)cnc1O.

6.
ORCA calculation (ωB97M-V/def2-TZVPD) on a structure of composition C5H4FN3O2 in a non-equilibrium geometry.

The geometry in XYZ format:
```
15
Properties=species:S:1:pos:R:3:forces:R:3:nbo_charge:R:1
C 2.50024 0.48864 -0.03574 -2.1 0.6 0.2 0.25
C -0.84336 -1.56764 0.00468 3.2 -1.6 0.7 0.61
C -1.17576 0.82339 0.11613 -1.8 0.6 -0.1 0.79
C 1.05912 0.33913 -0.45132 3.0 -4.9 4.0 -0.13
C 0.61878 -1.35103 0.39553 1.6 3.8 -1.3 0.19
N 3.57734 0.60437 0.33884 0.2 -0.1 -0.1 -0.28
N -1.46195 -0.45890 -0.37301 -4.3 0.8 -0.6 -0.66
N 0.09683 1.20812 -0.06004 -1.8 -0.4 0.5 -0.61
O -1.27801 -2.67117 0.09810 -1.2 -1.1 -0.3 -0.53
O -2.10437 1.49347 0.54014 1.3 -0.1 -0.3 -0.59
F 1.56440 -2.23935 -0.01466 -1.3 0.2 0.3 -0.31
H 1.08032 0.19437 -1.44100 -0.1 -1.0 -3.9 0.21
H 0.71875 -1.11366 1.47463 0.1 -0.3 -0.6 0.19
H -2.53612 -0.54231 -0.42153 2.2 -0.1 0.1 0.44
H 0.28613 2.05545 0.30563 1.0 3.4 1.4 0.42
```
Positions in Å, forces in eV/Å.

As for the total energy: -16530.93322 eV. As for the LUMO energy: 0.29 eV. As for the multiplicity: 1. The energy above the lowest of the compared OMol25 structures with the same formula, charge and spin is 0.0 kJ/mol.